Formula: C30H39BiN3OS
Source: the Open Molecules 2025 dataset
Level of theory: the ωB97M-V functional and the def2-TZVPD basis

```
! wB97M-V def2-TZVPD RIJCOSX def2/J DEFGRID3
* xyz -1 1
Bi 0.0303 -0.0818 0.7379
N -1.5468 -2.8360 2.6926
N 2.7989 -1.7135 0.0799
C 0.5297 2.4283 0.9816
C 1.9070 2.0052 1.1067
C 2.0625 1.2832 2.3374
C 3.3119 0.6469 2.7953
H 4.0854 0.6668 2.0239
H 3.1848 -0.4005 3.0765
H 3.7084 1.1845 3.6597
C 0.7976 1.2678 3.0146
C 0.4942 0.6625 4.3250
H 0.4704 1.4361 5.0988
H 1.2435 -0.0772 4.6068
H -0.4751 0.1547 4.3395
C -0.1761 1.9602 2.1706
C -1.6148 2.1603 2.4686
H -2.0516 1.2783 2.9299
H -2.1851 2.3633 1.5617
H -1.7816 2.9896 3.1652
C 2.9915 2.2386 0.1433
H 3.7414 2.9419 0.5196
H 2.5939 2.6486 -0.7851
H 3.5261 1.3207 -0.0949
C -0.1044 3.1721 -0.1473
H -1.1122 2.8181 -0.3762
H 0.4571 3.0684 -1.0771
H -0.1825 4.2396 0.0866
C -2.3703 -3.8654 2.5630
H -3.2090 -3.9614 3.2815
C -2.2084 -4.8269 1.5335
H -2.9448 -5.6290 1.4734
C -1.1580 -4.6715 0.6071
H -1.0307 -5.3783 -0.2402
C -0.2582 -3.6249 0.8298
H 0.5608 -3.4280 0.1366
C -0.3991 -2.7544 1.9581
C 0.4602 -1.6314 2.1690
H 1.1513 -1.7101 2.9864
C 1.8710 -0.8838 -0.3237
C 3.4688 -2.2143 -1.0329
H 4.2604 -2.9558 -0.8782
C 2.9464 -1.6506 -2.1543
H 3.1596 -1.7750 -3.2148
N 1.9157 -0.8139 -1.7299
C 1.0486 -0.0100 -2.5471
C 1.5674 1.1434 -3.1507
C 0.7308 1.9186 -3.9736
H 1.1497 2.8040 -4.4705
C -0.6096 1.5751 -4.1905
C -1.4982 2.4191 -5.0618
H -2.4029 2.7139 -4.5138
H -1.8175 1.8679 -5.9554
H -0.9601 3.3173 -5.3800
C -1.1115 0.4166 -3.5884
H -2.1475 0.1096 -3.7858
C -0.2941 -0.3829 -2.7701
C -0.8330 -1.6610 -2.2084
H -0.6943 -2.5169 -2.8894
H -1.9007 -1.5728 -1.9705
H -0.3132 -1.9333 -1.2814
C 3.0000 1.5214 -2.9552
H 3.6207 1.2651 -3.8266
H 3.4291 0.9887 -2.1031
H 3.0918 2.6028 -2.7891
C -3.9783 0.0956 -0.2270
S -2.6722 -0.4771 0.8285
C -3.4932 -0.6902 2.3923
O -2.3429 -1.8354 0.2604
H -3.5425 0.2140 -1.2315
H -4.6387 -0.7689 -0.1365
H -4.3828 1.0259 0.1947
H -4.0936 0.2211 2.5120
H -4.0812 -1.5979 2.2165
H -2.7504 -0.8260 3.1964
*
```

Results
**Energy relative to the best compared isomer or geometry (same formula, charge and spin)**: 19.79 kcal/mol
**LUMO level**: 2.32 eV
**DFT total energy**: -54930.228 eV

***

Formula: C30H39CoO9PSSi2Te
Source: the Open Molecules 2025 dataset
Level of theory: the ωB97M-V functional and the def2-TZVPD basis

```
! wB97M-V def2-TZVPD RIJCOSX def2/J DEFGRID3
* xyz -2 2
Co 1.1726 -1.4085 -0.0019
O 1.3074 1.7995 -0.1981
S 2.6425 1.2162 0.0134
O 3.6709 1.9632 -0.6827
O 2.6618 -0.2093 -0.4119
C 2.9293 1.3406 1.7498
C 3.9165 2.1669 2.2197
C 4.1030 2.3375 3.5893
C 3.2313 1.6762 4.4738
C 2.2304 0.8694 4.0067
C 2.0578 0.6313 2.6185
P 0.6551 -0.2453 1.9223
C 0.2767 -1.4691 3.2373
C 1.2798 -2.1051 3.9625
C 0.9780 -3.1346 4.8330
C -0.3298 -3.5712 4.9731
C -1.3321 -2.9704 4.2287
C -1.0298 -1.9374 3.3619
C -0.7522 0.8799 2.2111
C -1.4253 1.5006 1.1469
C -2.3484 2.4930 1.3732
C -2.6166 2.9314 2.6713
C -1.9326 2.3472 3.7345
C -1.0197 1.3452 3.5159
H 4.5444 2.6709 1.4982
H 4.8890 2.9754 3.9666
H 3.3615 1.8061 5.5427
H 1.5880 0.3586 4.7133
H 2.3065 -1.7907 3.8283
H 1.7691 -3.6159 5.3949
H -0.5626 -4.3921 5.6426
H -2.3521 -3.3228 4.3176
H -1.8127 -1.4803 2.7699
H -1.2215 1.1616 0.1366
H -2.8713 2.9443 0.5385
H -3.3452 3.7117 2.8530
H -2.1244 2.6855 4.7488
H -0.5192 0.8875 4.3583
O -0.5547 -4.7826 1.1660
C 0.1683 -3.8260 0.9719
O -0.0850 -2.7385 0.4074
C 1.7327 -3.8925 1.5166
O 2.0608 -4.9423 2.0322
O 2.3285 -2.8295 1.3166
C 2.0635 -4.5125 -2.4953
O 1.8492 -3.7011 -1.3487
C 1.5701 -2.4096 -1.5609
O 1.5411 -1.9774 -2.7120
H 2.0367 -5.5440 -2.1512
H 3.0282 -4.2803 -2.9525
H 1.2761 -4.3257 -3.2305
C 2.0057 3.7597 -3.0176
Si 0.3301 3.0597 -3.6048
C -0.6785 4.5582 -4.3078
C 0.6408 1.9082 -5.1127
C -0.6998 2.2400 -2.2489
Te 0.3605 0.3323 -1.9569
C -1.1880 -0.5750 -3.2654
Si -2.8102 -0.8812 -2.3494
C -3.9027 0.6985 -2.2122
C -2.6794 -1.6050 -0.5999
C -3.8726 -2.1272 -3.3727
H 2.6994 3.9090 -3.8403
H 2.4674 3.0814 -2.3046
H 1.8768 4.7136 -2.5168
H -0.1226 5.0793 -5.0800
H -0.8980 5.2771 -3.5259
H -1.6231 4.2468 -4.7407
H 1.3068 2.3558 -5.8447
H -0.2801 1.6475 -5.6250
H 1.0900 0.9842 -4.7506
H -1.7357 2.0874 -2.5242
H -0.6455 2.8105 -1.3292
H -0.7516 -1.5179 -3.5761
H -1.3139 0.0333 -4.1568
H -3.5419 1.3454 -1.4202
H -4.9327 0.4454 -1.9792
H -3.9057 1.2667 -3.1366
H -1.9931 -1.0149 0.0019
H -2.2883 -2.6180 -0.6153
H -3.6389 -1.6264 -0.0843
H -4.0691 -1.7725 -4.3804
H -4.8311 -2.3019 -2.8915
H -3.3665 -3.0848 -3.4482
*
```

Results
**Energy relative to the best compared isomer or geometry (same formula, charge and spin)**: 25.20 kcal/mol
**LUMO level (alpha / beta)**: 4.11 / 4.11 eV
**DFT total energy**: -130973.820 eV

***

Formula: C30H39CrO6Sb
Source: the Open Molecules 2025 dataset
Level of theory: the ωB97M-V functional and the def2-TZVPD basis

```
! wB97M-V def2-TZVPD RIJCOSX def2/J DEFGRID3
* xyz 2 5
Cr 1.4319 2.6658 2.2030
C 4.7030 2.1540 2.2294
C 4.3008 1.1651 1.1742
O 2.9662 1.2746 0.6707
C 2.9472 1.7831 -0.6346
C 2.4587 3.1864 -0.6314
O 1.1376 3.2215 -0.0803
C 0.4196 4.4135 -0.4600
C -0.7462 4.6127 0.4892
O -0.2572 4.4376 1.8759
C -1.4593 4.0434 2.7123
C -1.7217 2.5427 2.6718
O -0.5266 1.8087 3.0557
C -0.5178 1.3970 4.4737
C 0.2510 2.4350 5.2489
O 1.3728 2.7656 4.4679
C 2.5812 2.7330 5.2690
C 3.6999 2.9916 4.3035
O 3.5224 2.4964 2.9940
H 5.1332 3.1378 1.8919
H 5.4195 1.7379 2.9607
H 4.4310 0.1383 1.5081
H 5.0700 1.2206 0.3732
H 2.3125 1.1238 -1.2770
H 3.9410 1.7404 -1.1646
H 2.4511 3.5563 -1.6352
H 3.1105 3.8606 -0.0198
H -0.0305 4.3841 -1.4499
H 1.0864 5.2340 -0.4335
H -1.5601 3.9146 0.2678
H -1.0603 5.6549 0.3786
H -2.3173 4.4408 2.1421
H -1.4300 4.4873 3.7401
H -2.0704 2.2372 1.6782
H -2.4976 2.2295 3.3869
H -0.1569 0.3086 4.5932
H -1.5144 1.3744 4.9804
H 0.5179 2.1700 6.2844
H -0.3696 3.2974 5.3637
H 2.5979 1.7940 5.8647
H 2.4941 3.6198 5.8617
H 4.5793 2.3887 4.6782
H 3.9499 4.0890 4.3625
C -5.1861 -5.3681 -0.5604
C -4.5033 -4.6466 0.3492
C -3.4181 -3.8902 -0.0960
C -2.9970 -3.8403 -1.4479
C -3.6057 -4.7509 -2.3077
C -4.8151 -5.4278 -1.9287
Sb -1.6164 -2.2682 -1.9331
C -2.3251 -1.7153 -3.9337
C -1.4220 -1.8086 -4.9636
C -1.9136 -1.8791 -6.2635
C -3.2913 -1.9182 -6.4923
C -4.2288 -1.8325 -5.4029
C -3.7203 -1.7423 -4.1062
C 0.3705 -3.2621 -2.2485
C 1.2262 -3.2079 -1.1640
C 2.3960 -3.9290 -1.1976
C 2.7084 -4.7763 -2.2635
C 1.9402 -4.7475 -3.3750
C 0.6742 -4.0624 -3.3527
H -6.0287 -6.0344 -0.2231
H -4.7907 -4.7049 1.3902
H -2.7294 -3.3992 0.6539
H -3.1322 -5.0743 -3.2360
H -5.4615 -5.8826 -2.6966
H -0.3294 -1.6576 -4.8616
H -1.1267 -2.0327 -7.0120
H -3.7247 -1.7206 -7.4497
H -5.2638 -1.8786 -5.5761
H -4.3586 -1.7564 -3.1712
H 1.0432 -2.6122 -0.3012
H 3.1126 -3.7427 -0.3805
H 3.6937 -5.3067 -2.2752
H 2.1401 -5.2923 -4.2930
H 0.0323 -4.0997 -4.2491
*
```

Results
**Energy relative to the best compared isomer or geometry (same formula, charge and spin)**: 63.98 kcal/mol
**LUMO level (alpha / beta)**: -7.21 / -5.98 eV
**DFT total energy**: -78966.188 eV

***

Formula: C30H39FeN5PSSe2
Source: the Open Molecules 2025 dataset
Level of theory: the ωB97M-V functional and the def2-TZVPD basis

```
! wB97M-V def2-TZVPD RIJCOSX def2/J DEFGRID3
* xyz 1 1
Fe -0.5491 0.3035 0.2381
C 0.4839 2.3638 2.9471
C 0.3317 0.9241 3.4541
N -0.4765 0.0913 2.5657
C -1.9298 0.0124 2.7626
C -2.6102 1.3500 2.4935
S -2.3835 2.0016 0.7895
C -1.6110 3.6323 1.0979
C -0.0830 3.6345 0.9553
N 0.5099 2.4130 1.4796
H -0.3486 2.9742 3.2961
H 1.3919 2.7916 3.3797
H 1.3222 0.4702 3.4861
H -0.0699 0.9274 4.4732
H -0.1037 -0.8552 2.6383
H -1.7527 -1.9704 2.0641
H -2.1785 -0.2892 3.7871
H -3.6826 1.2395 2.6359
H -2.2457 2.1120 3.1772
H -2.0400 4.3075 0.3586
H -1.9486 3.9615 2.0789
H 0.1718 3.6900 -0.1003
H 0.3031 4.5358 1.4481
H 1.4690 2.3366 1.1565
Se 2.9133 -1.4821 2.5961
P 2.5813 -1.6948 0.5105
Se 0.4047 -1.8316 0.0566
C 3.3291 -0.3236 -0.4310
C 4.6963 -0.3870 -0.6862
C 5.3184 0.6462 -1.3696
C 4.5822 1.7430 -1.7945
C 3.2243 1.8171 -1.5252
C 2.6023 0.7867 -0.8365
C 3.2467 -3.1955 -0.2534
C 3.5532 -4.3014 0.5266
C 3.9484 -5.4802 -0.0902
C 4.0239 -5.5508 -1.4729
C 3.7108 -4.4425 -2.2509
C 3.3162 -3.2627 -1.6449
H 5.2620 -1.2468 -0.3498
H 6.3780 0.5853 -1.5783
H 5.0718 2.5454 -2.3302
H 2.6457 2.6672 -1.8656
H 1.5396 0.8441 -0.6375
H 3.4871 -4.2367 1.6056
H 4.1969 -6.3429 0.5129
H 4.3215 -6.4744 -1.9513
H 3.7756 -4.4964 -3.3296
H 3.0677 -2.3943 -2.2428
N -1.3232 -0.0280 -3.9468
C -1.0320 -0.3113 -2.6618
N -0.6111 0.7380 -1.9961
C -0.6188 1.7901 -2.9039
C -0.2341 3.1212 -2.7666
C -0.3327 3.9406 -3.8722
C -0.8095 3.4584 -5.0976
C -1.1847 2.1404 -5.2571
C -1.0746 1.3163 -4.1439
H -1.6496 -0.6834 -4.6356
H -1.1273 -1.2975 -2.2357
H 0.1403 3.4953 -1.8255
H -0.0345 4.9774 -3.7976
H -0.8697 4.1339 -5.9396
H -1.5485 1.7652 -6.2040
C -3.7686 -3.0616 1.2548
C -3.8374 -1.6284 1.7968
C -4.7539 -0.8101 0.8821
C -4.3801 -1.6433 3.2250
C -2.3642 -1.0991 1.7668
N -1.9591 -0.7027 0.4881
H -4.7698 -3.4664 1.1072
H -3.2310 -3.7180 1.9426
H -3.2403 -3.0743 0.2989
H -5.7457 -1.2622 0.8616
H -4.3597 -0.7974 -0.1335
H -4.8609 0.2246 1.2135
H -5.3512 -2.1387 3.2347
H -4.5188 -0.6348 3.6187
H -3.7165 -2.1934 3.8960
*
```

Results
**Energy relative to the best compared isomer or geometry (same formula, charge and spin)**: 123.44 kcal/mol
**LUMO level (alpha / beta)**: -4.21 / -4.22 eV
**DFT total energy**: -224391.674 eV

***

Formula: C30H39IO12
Source: the Open Molecules 2025 dataset
Level of theory: the ωB97M-V functional and the def2-TZVPD basis

```
! wB97M-V def2-TZVPD RIJCOSX def2/J DEFGRID3
* xyz 0 1
C 3.1517 -2.2229 1.1468
O 3.2653 -3.6359 1.1441
C 2.0259 -4.2582 0.8371
C 1.4051 -4.9094 2.0662
C -0.0335 -5.3987 1.7776
C -0.9380 -4.2489 1.4010
C -1.4484 -4.1548 0.1218
C -2.2489 -3.0875 -0.2424
C -2.5274 -2.1028 0.6787
C -2.0078 -2.2019 1.9628
C -1.2251 -3.2675 2.3397
C -2.3134 -1.0856 2.9124
O -2.5619 -1.2490 4.0825
C -2.3180 0.2613 2.2592
C -1.8162 1.3814 2.8739
C -1.8376 2.6003 2.2239
I -1.0246 4.3025 3.1413
C -2.3934 2.6995 0.9681
C -2.9037 1.5776 0.3448
C -2.8540 0.3570 0.9776
C -3.3464 -0.9035 0.3425
O -4.3283 -0.9463 -0.3640
H 2.7192 -1.8498 0.2140
H 4.1320 -1.7932 1.3243
H 2.4680 -1.9103 1.9470
H 1.3422 -3.5314 0.3940
H 2.2302 -5.0433 0.1034
H 2.0146 -5.7755 2.3199
H 1.3747 -4.2034 2.8965
H 0.0176 -6.1075 0.9514
H -0.4138 -5.8826 2.6760
H -1.2201 -4.9009 -0.6275
H -2.6573 -2.9905 -1.2401
H -0.8312 -3.3349 3.3444
H -1.3789 1.3259 3.8627
H -2.4466 3.6425 0.4421
H -3.3434 1.6476 -0.6410
C 5.6794 -3.3637 -1.9423
C 6.5829 -2.1535 -1.8598
O 6.9497 -1.6650 -3.1595
C 6.0130 -0.9564 -3.7874
O 4.9262 -0.6707 -3.3547
O 6.4943 -0.5988 -4.9793
C 5.5714 0.1290 -5.7926
H 6.1341 -4.1410 -2.5583
H 5.4896 -3.7648 -0.9460
H 4.7212 -3.1102 -2.3948
H 7.5224 -2.4171 -1.3777
H 6.1265 -1.3517 -1.2793
H 5.1753 0.9899 -5.2588
H 4.7566 -0.5197 -6.1107
H 6.1283 0.4644 -6.6627
C 5.5695 7.6020 1.9770
C 6.0014 6.9766 3.2858
O 5.0226 7.1674 4.3188
C 3.9604 6.3664 4.2542
O 3.7720 5.4970 3.4434
O 3.1420 6.6833 5.2601
C 1.9269 5.9340 5.2838
H 5.3260 8.6555 2.1215
H 6.3688 7.5241 1.2401
H 4.6851 7.1068 1.5787
H 6.9027 7.4612 3.6564
H 6.2158 5.9142 3.1720
H 2.1218 4.8639 5.2639
H 1.2967 6.2149 4.4402
H 1.4185 6.1888 6.2094
C -6.8592 -0.5204 -1.9776
C -8.3091 -0.9485 -1.9431
O -9.1397 -0.1382 -2.7949
C -9.0696 -0.4150 -4.0935
O -8.4161 -1.2875 -4.6050
O -9.8711 0.4352 -4.7422
C -9.8566 0.2869 -6.1629
H -6.7705 0.5413 -1.7408
H -6.2725 -1.0858 -1.2602
H -6.4291 -0.6757 -2.9672
H -8.7165 -0.8147 -0.9425
H -8.4242 -1.9987 -2.2111
H -10.0648 -0.7412 -6.4506
H -8.8936 0.5983 -6.5650
H -10.6370 0.9377 -6.5470
*
```

Results
**Structure (SMILES)**: COCCCc1ccc2c(c1)C(=O)c1cc(I)ccc1C2=O.CCOC(=O)OC.CCOC(=O)OC.CCOC(=O)OC
**Energy relative to the best compared isomer or geometry (same formula, charge and spin)**: 0.00 kcal/mol
**LUMO level**: -0.80 eV
**DFT total energy**: -64413.574 eV

***

Formula: C30H39N2O3RuSSi2
Source: the Open Molecules 2025 dataset
Level of theory: the ωB97M-V functional and the def2-TZVPD basis

```
! wB97M-V def2-TZVPD RIJCOSX def2/J DEFGRID3
* xyz 0 2
Ru 0.0906 -1.1863 0.1347
C 3.1023 -0.2342 1.9361
O 1.9769 0.1904 1.1910
C 1.3976 1.3974 1.5469
C 1.9630 2.2900 2.4343
C 1.3388 3.4983 2.7217
C 0.1423 3.8189 2.1034
C -0.4410 2.9409 1.2194
C 0.1510 1.6959 0.9344
N -0.4522 0.7694 0.1373
N -1.5997 1.0796 -0.3827
C -2.3335 0.4100 -1.2501
C -1.9640 -0.8177 -1.9378
O -0.8187 -1.3893 -1.7861
C -2.8833 -1.3529 -2.8664
C -4.0958 -0.7801 -3.1321
C -4.4884 0.4135 -2.4852
C -5.7208 1.0366 -2.7467
C -6.0635 2.2161 -2.1342
C -5.1830 2.8151 -1.2289
C -3.9782 2.2201 -0.9487
C -3.6008 1.0152 -1.5596
H 3.9524 0.4334 1.7635
H 3.3424 -1.2332 1.5775
H 2.8785 -0.2803 3.0065
H 2.8941 2.0631 2.9283
H 1.7860 4.1732 3.4347
H -0.3479 4.7521 2.3295
H -1.3809 3.1788 0.7491
H -2.5687 -2.2496 -3.3806
H -4.7559 -1.2336 -3.8574
H -6.3972 0.5746 -3.4509
H -7.0067 2.6963 -2.3550
H -5.4466 3.7499 -0.7525
H -3.2899 2.6770 -0.2545
C 2.9288 -2.9310 -1.0571
Si 1.3044 -3.2259 -0.0231
C 0.3287 -4.5673 -1.0312
C 1.9376 -4.1574 1.5627
H 3.5162 -3.8443 -1.0891
H 3.5555 -2.1500 -0.6355
H 2.6859 -2.6538 -2.0774
H 0.9155 -5.4797 -1.1083
H 0.1144 -4.2106 -2.0346
H -0.6176 -4.8133 -0.5576
H 2.4643 -5.0555 1.2593
H 1.1186 -4.4540 2.2066
H 2.6203 -3.5573 2.1534
C -2.2990 -0.0743 2.6340
Si -0.9578 -1.4301 2.2686
C 0.0136 -1.5405 3.9422
C -1.9813 -3.0761 2.0699
H -2.9153 -0.3694 3.4794
H -2.9587 0.0810 1.7833
H -1.8414 0.8814 2.8769
H -0.6660 -1.8171 4.7413
H 0.4488 -0.5801 4.2003
H 0.8077 -2.2770 3.9099
H -2.7665 -3.1201 2.8191
H -1.3535 -3.9529 2.1920
H -2.4513 -3.1327 1.0880
C 2.3742 -0.1195 -3.6138
S 1.1972 0.2757 -2.2392
O 0.1079 1.0069 -2.8755
C 2.2642 1.5643 -1.5385
C 3.5246 1.2551 -1.0614
C 4.2762 2.2356 -0.4394
C 3.7523 3.5073 -0.2679
C 2.4892 3.8104 -0.7471
C 1.7458 2.8366 -1.3903
H 2.5481 0.7884 -4.1789
H 1.9134 -0.8723 -4.2425
H 3.2946 -0.4948 -3.1877
H 3.9163 0.2552 -1.1724
H 5.2709 2.0057 -0.0857
H 4.3326 4.2651 0.2359
H 2.0785 4.8002 -0.6179
H 0.7633 3.0396 -1.7892
*
```

Results
**LUMO level (alpha / beta)**: -1.16 / -1.28 eV
**DFT total energy**: -70035.858 eV